A 4-piece molecular cluster, C27H49NO6 overall in a non-equilibrium geometry. Source: the Open Molecules 2025 dataset; level of theory: ωB97M-V with the def2-TZVPD basis set.

Each line ends with the Löwdin charge.
Geometry (Å):
C1 2.9872 -3.9965 2.6754  -0.12
C2 3.3058 -3.3364 1.2092  -0.37
C3 4.0102 -1.8525 1.5252  -0.12
C4 1.9903 -3.0159 0.2864  -0.18
C5 0.8453 -4.1877 0.2677  -0.28
C6 0.5615 -4.5439 -1.3415  -0.12
C7 -0.5558 -3.4853 0.8041  -0.20
O1 -1.4757 -4.4139 1.4789  -0.14
C8 -2.8209 -3.7491 1.4630  -0.09
C9 -2.9976 -2.0927 1.6134  0.03
C10 -4.4915 -1.3440 1.5458  0.03
C11 -5.8568 -2.2324 1.3599  -0.03
C12 -5.6252 -3.8516 1.2404  -0.02
C13 -4.2037 -4.6726 1.2901  0.09
C14 -7.1791 -4.3410 1.0579  -0.25
O2 -7.7573 -5.5451 1.0666  -0.01
N1 -8.0888 -3.1183 0.8144  0.06
C15 -7.4391 -1.8164 1.2576  -0.25
O3 -7.9639 -0.6132 1.5054  -0.01
H1 4.0319 -4.3976 3.0911  0.09
H2 2.5917 -3.2140 3.4500  0.08
H3 2.2740 -4.9240 2.6628  0.07
H4 4.0862 -3.9691 0.5742  0.13
H5 3.3083 -1.3013 2.3171  0.09
H6 5.0984 -1.9450 1.9474  0.08
H7 3.9427 -1.1787 0.5455  0.09
H8 1.5581 -1.9802 0.6176  0.12
H9 2.3888 -2.8865 -0.8312  0.12
H10 1.1286 -5.1757 0.8262  0.13
H11 -0.2964 -5.3396 -1.4785  0.09
H12 0.2641 -3.5077 -1.8530  0.09
H13 1.5799 -4.8607 -1.8692  0.09
H14 -1.0414 -2.9843 -0.1648  0.14
H15 -0.2591 -2.6630 1.6122  0.13
H16 -2.0864 -1.3623 1.7692  0.10
H17 -4.6024 -0.1772 1.6202  0.09
H18 -4.1959 -5.8420 1.1956  0.11
H19 -8.0192 -3.0783 -0.2450  0.15
C16 -5.0699 2.5101 -0.3128  -0.07
C17 -3.7352 3.0713 0.1499  -0.29
O4 -2.6122 2.4503 -0.4704  -0.17
C18 -2.5355 2.5513 -1.8905  -0.27
C19 -2.4720 3.9840 -2.3920  -0.08
H20 -5.1168 1.4297 -0.1260  0.06
H21 -5.8940 2.9962 0.2193  0.08
H22 -5.2274 2.6622 -1.3824  0.07
H23 -3.6358 2.8968 1.2260  0.12
H24 -3.6932 4.1556 0.0093  0.09
H25 -3.3657 2.0068 -2.3525  0.11
H26 -1.6194 2.0307 -2.1936  0.12
H27 -3.3663 4.5515 -2.1242  0.07
H28 -2.3767 4.0019 -3.4817  0.08
H29 -1.6121 4.5040 -1.9564  0.08
C20 8.2177 -0.9153 -2.8079  -0.08
C21 7.2920 -1.2362 -1.6458  -0.28
O5 5.9101 -1.1955 -1.9925  -0.17
C22 5.4843 -2.0993 -3.0097  -0.28
C23 5.7206 -3.5586 -2.6593  -0.08
H30 7.9867 0.0753 -3.2197  0.08
H31 9.2619 -0.9258 -2.4789  0.08
H32 8.1167 -1.6369 -3.6210  0.06
H33 7.4412 -0.4870 -0.8617  0.12
H34 7.5414 -2.2030 -1.1983  0.10
H35 5.9540 -1.8406 -3.9645  0.11
H36 4.4080 -1.9384 -3.1427  0.12
H37 6.7815 -3.7800 -2.5218  0.07
H38 5.3426 -4.2070 -3.4552  0.08
H39 5.2092 -3.8154 -1.7254  0.06
C24 -0.0573 8.9265 0.9771  -0.08
C25 0.4338 7.5983 0.4248  -0.28
O6 0.6360 6.6060 1.4278  -0.16
C26 -0.5073 6.2387 2.1965  -0.27
C27 -1.6419 5.6727 1.3595  -0.09
H40 0.6485 9.3166 1.7215  0.08
H41 -0.1615 9.6604 0.1714  0.08
H42 -1.0275 8.8302 1.4683  0.06
H43 1.4025 7.7569 -0.0598  0.12
H44 -0.2394 7.2205 -0.3506  0.10
H45 -0.8455 7.0884 2.7987  0.10
H46 -0.1757 5.4713 2.9059  0.12
H47 -2.0192 6.3995 0.6364  0.07
H48 -2.4758 5.3738 2.0015  0.08
H49 -1.3019 4.7971 0.7962  0.08

Values from the calculation:
ΔE to the lowest compared entry with this formula, charge and spin: 265.1 kcal/mol
Structure (SMILES): CC(C)C[C@H](C)COc1ccc2c(c1)C(=O)NC2=O.CCOCC.CCOCC.CCOCC

---

A 7-piece molecular cluster, C49H91BrN2O7 overall in a non-equilibrium geometry. Source: the Open Molecules 2025 dataset; level of theory: ωB97M-V with the def2-TZVPD basis set.

Each line ends with the Löwdin charge.
Geometry (Å):
C1 -5.2748 -0.3879 5.8132  -0.11
C2 -6.1313 -0.6552 4.5499  -0.26
C3 -5.2895 -1.1550 3.3483  -0.22
C4 -4.3005 -2.2695 3.7871  -0.22
C5 -3.8687 -3.1768 2.5966  -0.20
C6 -2.5080 -2.6554 2.0747  -0.23
C7 -2.1361 -3.1749 0.6683  -0.20
C8 -0.6553 -2.8228 0.4206  -0.21
C9 -0.1957 -2.9039 -1.0563  -0.19
C10 0.7540 -1.7623 -1.4976  -0.19
C11 1.8237 -1.4215 -0.4534  -0.20
C12 2.6818 -0.1700 -0.7653  -0.18
C13 1.9157 1.1186 -1.1619  -0.16
C14 0.6044 1.4048 -0.4155  -0.12
C15 0.7088 2.0724 0.9905  -0.35
C16 0.9193 0.9815 1.9772  -0.19
N1 1.0649 0.1148 2.6671  0.24
C17 1.7557 3.2228 1.0856  -0.13
C18 3.1590 2.8290 1.5869  -0.14
C19 3.3787 2.7961 3.1308  -0.37
C20 2.2079 3.3362 3.9802  -0.08
C21 3.7854 1.3890 3.6934  -0.07
C22 -0.6911 2.6889 1.3293  -0.21
C23 -1.7816 1.6842 1.1995  -0.18
N2 -2.5361 0.9526 0.8212  0.23
C24 -1.0184 3.9712 0.4977  -0.13
C25 -2.4241 4.0139 -0.1029  -0.81
O1 -3.3511 4.2967 0.5079  0.11
Br1 -2.4876 3.5928 -2.0251  0.75
H1 -4.3390 0.1102 5.5317  0.08
H2 -5.8692 0.2281 6.4888  0.05
H3 -5.0341 -1.3189 6.3301  0.07
H4 -6.6813 0.2530 4.2780  0.10
H5 -6.8550 -1.4481 4.7836  0.10
H6 -4.7446 -0.2824 2.9642  0.10
H7 -5.9357 -1.5583 2.5603  0.10
H8 -3.4240 -1.7395 4.1844  0.10
H9 -4.7000 -2.8485 4.6284  0.10
H10 -4.6490 -3.2198 1.8326  0.10
H11 -3.6739 -4.1573 3.0506  0.10
H12 -1.7313 -2.9789 2.7834  0.12
H13 -2.5144 -1.5608 2.1141  0.09
H14 -2.2656 -4.2628 0.6244  0.11
H15 -2.7784 -2.6416 -0.0421  0.11
H16 -0.0093 -3.3931 1.0978  0.12
H17 -0.5364 -1.7718 0.7364  0.08
H18 0.3996 -3.8173 -1.1604  0.09
H19 -1.0252 -3.0383 -1.7562  0.09
H20 1.2604 -2.1261 -2.4044  0.11
H21 0.1596 -0.8979 -1.8278  0.09
H22 2.5231 -2.2718 -0.4385  0.12
H23 1.4469 -1.3289 0.5685  0.07
H24 3.3055 -0.4350 -1.6334  0.11
H25 3.3778 -0.0346 0.0729  0.09
H26 2.6350 1.9452 -1.1357  0.10
H27 1.6435 0.9921 -2.2178  0.10
H28 0.0399 2.1058 -1.0511  0.10
H29 -0.0350 0.5270 -0.2970  0.10
H30 1.8891 3.5534 0.0461  0.11
H31 1.3482 4.0979 1.6010  0.11
H32 3.8520 3.5704 1.1691  0.12
H33 3.4759 1.8628 1.1803  0.09
H34 4.2416 3.4567 3.3438  0.11
H35 1.2159 2.9845 3.6751  0.05
H36 2.1859 4.4340 3.8753  0.08
H37 2.3311 3.1364 5.0474  0.08
H38 3.6323 0.6374 2.9165  0.05
H39 4.8417 1.3769 3.9890  0.07
H40 3.2174 1.1627 4.5980  0.07
H41 -0.6680 2.9815 2.3847  0.14
H42 -0.2757 4.1779 -0.2755  0.10
H43 -0.9695 4.8132 1.1961  0.13
C26 2.2537 1.0532 -7.1419  -0.18
C27 3.2966 2.0014 -6.5667  -0.17
C28 2.7005 2.3303 -5.2052  -0.20
O2 1.9527 1.1799 -4.7984  -0.15
C29 1.8165 0.2859 -5.9073  -0.20
H44 2.6336 0.4026 -7.9296  0.11
H45 1.4102 1.6219 -7.5431  0.11
H46 4.2468 1.4756 -6.4425  0.11
H47 3.4748 2.8859 -7.1774  0.11
H48 2.0107 3.1795 -5.2667  0.12
H49 3.4614 2.5553 -4.4556  0.11
H50 2.4636 -0.5794 -5.7262  0.12
H51 0.7837 -0.0610 -5.9696  0.10
C30 0.4864 -6.1214 -5.0252  -0.16
C31 1.9834 -6.2304 -4.7744  -0.17
C32 2.2264 -5.0615 -3.8326  -0.20
O3 1.0229 -4.8856 -3.0774  -0.17
C33 -0.0237 -5.6649 -3.6675  -0.20
H52 0.0273 -7.0510 -5.3599  0.11
H53 0.2898 -5.3530 -5.7776  0.11
H54 2.2088 -7.1729 -4.2683  0.11
H55 2.5864 -6.1782 -5.6803  0.11
H56 2.4170 -4.1366 -4.3884  0.12
H57 3.0607 -5.2350 -3.1509  0.12
H58 -0.2239 -6.5180 -3.0100  0.12
H59 -0.9306 -5.0619 -3.7389  0.11
C34 -5.2973 -0.1793 11.1704  -0.17
C35 -5.8653 1.1356 10.6582  -0.17
C36 -5.8245 0.9261 9.1527  -0.22
O4 -6.0000 -0.4771 8.9278  -0.16
C37 -5.8674 -1.1735 10.1716  -0.20
H60 -5.5723 -0.4066 12.1998  0.11
H61 -4.2063 -0.1644 11.1040  0.11
H62 -6.8995 1.2499 10.9931  0.11
H63 -5.3048 2.0126 10.9803  0.11
H64 -4.8541 1.2184 8.7369  0.12
H65 -6.6064 1.4783 8.6291  0.12
H66 -6.8623 -1.5157 10.4769  0.12
H67 -5.2278 -2.0462 10.0328  0.12
C38 -3.0585 0.2865 -3.5734  -0.18
C39 -2.7650 -1.1497 -3.1727  -0.16
C40 -2.0710 -1.6846 -4.4170  -0.19
O5 -1.3878 -0.5749 -5.0147  -0.17
C41 -1.8293 0.6393 -4.3967  -0.21
H68 -3.2093 0.9556 -2.7271  0.05
H69 -3.9535 0.3227 -4.2011  0.12
H70 -2.0771 -1.1643 -2.3240  0.09
H71 -3.6517 -1.7216 -2.9009  0.12
H72 -2.7966 -2.0684 -5.1430  0.12
H73 -1.3519 -2.4752 -4.1944  0.11
H74 -1.0174 1.0111 -3.7598  0.10
H75 -2.0353 1.3856 -5.1667  0.12
C42 -0.6464 -0.9684 -9.1937  -0.16
C43 0.1189 -1.9187 -10.1030  -0.17
C44 0.5640 -2.9942 -9.1233  -0.21
O6 -0.4361 -3.0597 -8.1028  -0.14
C45 -1.3130 -1.9313 -8.2229  -0.19
H76 -1.3595 -0.3349 -9.7203  0.11
H77 0.0539 -0.3221 -8.6575  0.09
H78 -0.5574 -2.3459 -10.8479  0.11
H79 0.9517 -1.4518 -10.6284  0.11
H80 1.5165 -2.7300 -8.6493  0.11
H81 0.6701 -3.9739 -9.5920  0.11
H82 -2.2729 -2.2868 -8.6140  0.12
H83 -1.4802 -1.4922 -7.2382  0.10
C46 8.3961 5.9770 4.0380  -0.17
C47 8.3773 5.2090 5.3509  -0.17
C48 7.0091 4.5478 5.3054  -0.20
O7 6.7096 4.3172 3.9235  -0.16
C49 7.6520 5.0280 3.1122  -0.20
H84 9.3976 6.2174 3.6831  0.11
H85 7.8385 6.9109 4.1451  0.11
H86 9.1616 4.4479 5.3475  0.11
H87 8.5163 5.8365 6.2303  0.11
H88 6.2353 5.2058 5.7154  0.12
H89 6.9809 3.6007 5.8459  0.12
H90 8.3327 4.2969 2.6629  0.12
H91 7.1236 5.5477 2.3116  0.12

Values from the calculation:
Total energy: -139640.9030 eV
Structure (SMILES): CCCCCCCCCCCCCC[C@@](C#N)(CCC(C)C)[C@H](C#N)CC(=O)Br.C1CCOC1.C1CCOC1.C1CCOC1.C1CCOC1.C1CCOC1.C1CCOC1